# 1
Density functional theory data (ωB97M-V/def2-TZVPD) for an isolated molecule of C6H5N3 at a distorted geometry.

```
14
Properties=species:S:1:pos:R:3:forces:R:3
C -0.2011 -1.5527 -0.5315 0.248 1.147 1.907
C -0.4744 -1.1726 -1.7206 -0.117 -0.415 -1.651
C 0.1165 0.7803 -0.7233 0.586 -0.860 1.187
C -0.3027 -2.5763 0.3944 0.098 -2.833 1.916
C 0.1067 -0.1215 0.3068 -0.582 -1.368 -2.285
C -0.2248 0.2436 -2.0422 0.761 -1.121 -0.360
N -0.2832 -3.3123 1.3047 -0.147 1.294 -1.799
N -0.0916 -0.6486 2.6703 0.117 0.177 -0.129
N -0.2466 -0.0307 1.5449 -0.957 2.470 0.768
H 0.3792 1.7663 -0.6217 0.251 2.372 0.508
H 0.4491 0.4219 -2.8790 0.634 -0.333 0.184
H -1.0836 0.7187 -2.4248 -1.636 0.685 -0.236
H 0.4387 -1.4685 2.7659 0.743 -1.385 -0.028
H -0.8224 -0.4951 3.3420 0.000 0.168 0.016
```
Forces are in eV/Å.

Output
**Energy**: -395.658323 hartree
**E_HOMO (spin up / spin down)**: -8.5 / -7.7 eV
**Energy relative to the best compared isomer or geometry (same formula, charge and spin)**: 157.2 kcal per mole

natural (NBO) atomic charge list, values in e, 8 entries: -0.35, 0.23, -0.19, 0.29, 0.16, -0.55, -0.34, -0.50

---

# 2
Density functional theory data (ωB97M-V/def2-TZVPD) for an isolated molecule of C6H5N3O at a distorted geometry.

```
15
Properties=species:S:1:pos:R:3:forces:R:3
C 0.2914 0.9037 0.1645 1.434 -0.107 -0.430
C 1.6808 1.1904 -0.0102 -2.345 -1.262 0.380
C 2.5063 0.1325 -0.2144 2.058 0.485 0.419
C 2.0587 -1.2031 -0.0381 0.906 1.957 -0.248
C 0.7658 -1.4873 0.1707 -0.701 -3.353 0.693
C -0.1151 -0.4352 0.1498 -2.688 1.625 -0.762
H -2.7740 -1.3489 0.7160 -0.207 -0.018 -1.287
H 1.9615 2.1882 0.0439 0.814 1.610 -0.207
H 3.6036 0.3872 -0.3473 -1.427 -0.738 0.067
H 2.7901 -1.9459 -0.0132 0.938 -1.237 -0.043
H 0.5219 -2.5736 0.4315 -0.156 1.768 -0.715
N -1.4992 -0.2703 -0.0810 0.806 0.906 0.459
N -1.8061 1.0544 -0.0484 -2.528 -1.303 -0.309
N -0.8006 1.7727 0.0896 2.007 -0.450 0.097
O -2.5611 -1.1513 -0.2358 1.087 0.119 1.885
```
Forces are in eV/Å.

Output
**Energy**: -471.035631 hartree
**E_HOMO**: -9.2 eV
**Energy relative to the best compared isomer or geometry (same formula, charge and spin)**: 69.5 kcal per mole

natural (NBO) atomic charge list, values in e, 8 entries: 0.04, -0.17, -0.23, -0.19, -0.25, 0.07, 0.48, 0.22

---

# 3
Density functional theory data (ωB97M-V/def2-TZVPD) for an isolated molecule of C6H5N3O3 at a distorted geometry.

```
17
Properties=species:S:1:pos:R:3:forces:R:3
O -2.1422 1.7631 0.6646 -2.430 0.563 1.051
O 0.9380 2.0564 -2.2649 2.965 1.301 -2.802
O 2.3049 -0.3742 -1.3661 -0.654 1.333 -0.437
C -1.4204 1.1267 -0.0479 0.260 0.930 2.219
C 0.3765 1.3245 -1.5403 0.704 -0.603 0.802
C -1.1435 -0.9237 1.6565 -0.424 2.210 -1.701
C -0.8820 -0.1439 0.4008 1.480 -2.122 0.944
C -0.2083 -1.8851 1.8182 -1.171 0.914 0.441
C 0.3259 -0.6503 -0.0629 -1.064 0.442 0.304
N -0.8276 1.8191 -1.0649 1.349 -4.409 -0.116
N 0.6737 -1.7348 0.7676 3.615 0.224 -2.441
N 0.9823 0.0464 -1.1516 -3.016 -1.231 2.365
H 2.4832 0.0048 -2.2399 0.322 -0.089 -0.120
H -1.8248 -0.4952 2.3581 -0.697 -0.604 0.319
H -0.2521 -2.6007 2.6618 0.916 0.369 -1.078
H -1.0522 2.7598 -1.3046 -0.124 0.450 0.031
H 1.6686 -2.0931 0.7157 -2.031 0.322 0.221
```
Forces are in eV/Å.

Output
**Energy**: -621.557023 hartree
**E_HOMO**: -8.4 eV
**Energy relative to the best compared isomer or geometry (same formula, charge and spin)**: 54.7 kcal per mole

natural (NBO) atomic charge list, values in e, 8 entries: -0.59, -0.61, -0.51, 0.65, 0.77, -0.23, -0.27, -0.09

---

# 4
Density functional theory data (ωB97M-V/def2-TZVPD) for the ion C6H5N4S2 with charge +1 at a distorted geometry.

```
17
Properties=species:S:1:pos:R:3:forces:R:3
C -1.7075 -1.2644 1.7614 0.279 -0.243 0.627
C -1.4735 -0.7053 0.4930 0.724 0.096 -0.395
C -0.5604 -1.6367 2.4050 -0.335 0.176 -0.195
C -0.1391 -0.6822 0.1838 -0.154 -0.134 0.421
C 0.4437 2.3183 -2.1720 2.757 2.948 1.573
C 0.5203 -0.1269 -1.0365 0.891 -0.882 1.040
N -0.3581 1.3847 -2.4945 -2.389 -1.721 -1.336
N -0.4554 0.2451 -2.0413 -0.242 -0.043 -0.365
N 2.2420 1.2357 -0.0197 1.273 0.953 0.598
N 1.3284 1.0363 -0.7602 -1.037 0.379 -1.262
S 0.9606 3.7784 -2.2638 -0.463 -1.395 -0.016
S 0.8344 -1.3595 1.4629 -0.463 0.190 -0.524
H -2.6854 -1.3791 2.1921 -0.145 -0.019 0.095
H -2.2435 -0.3553 -0.1712 -0.149 0.071 -0.095
H -0.4547 -2.0414 3.3942 -0.023 -0.140 0.103
H 1.1399 -0.9134 -1.4984 -0.044 0.195 -0.167
H 2.6083 0.4657 0.5650 -0.481 -0.431 -0.100
```
Forces are in eV/Å.

Output
**Total charge**: +1
**Energy**: -1246.588753 hartree
**E_HOMO**: -12.8 eV
**Energy relative to the best compared isomer or geometry (same formula, charge and spin)**: 0.0 kcal per mole

natural (NBO) atomic charge list, values in e, 8 entries: -0.24, -0.21, -0.37, -0.27, 0.09, -0.09, -0.18, 0.09

---

# 5
Density functional theory data (ωB97M-V/def2-TZVPD) for an isolated molecule of C6H5N5O3 at a distorted geometry.

```
19
Properties=species:S:1:pos:R:3:forces:R:3
C -0.4128 2.0270 0.7497 -0.307 -0.957 -0.349
C 3.9789 0.2990 0.2653 -2.323 0.606 -1.796
C 2.1231 0.9002 -0.4423 -0.293 -1.514 1.434
C 0.5317 -0.3901 0.7822 -0.185 0.033 -4.030
C -0.0643 0.8856 -0.1071 -0.114 -1.635 1.497
C -1.2406 0.4465 -0.9472 -2.897 -0.838 0.784
N -0.8182 2.8973 1.3605 -0.192 0.920 0.740
N 3.3597 1.2224 -0.5593 0.358 0.111 -0.200
N 3.1675 -0.5444 0.8492 0.159 -0.826 0.953
N 1.9328 -0.1783 0.4139 1.139 1.476 -0.866
N 5.4117 0.1871 0.1216 2.457 -1.185 2.047
O 5.9527 0.5516 -0.8798 -0.789 0.729 -1.400
O 6.0698 -0.2979 1.0429 -1.432 0.044 0.213
O 0.9726 1.3715 -0.9251 1.149 0.141 -0.824
H 0.3331 -0.4198 1.7947 -0.222 0.561 2.150
H 0.0128 -1.2895 0.3180 1.284 0.787 0.495
H -1.5187 -0.6557 -1.0516 1.340 1.124 0.332
H -1.1606 0.8199 -1.9688 -0.282 0.432 0.307
H -2.1704 0.7900 -0.3586 1.152 -0.010 -1.488
```
Forces are in eV/Å.

Output
**Energy**: -730.961825 hartree
**E_HOMO**: -10.5 eV
**Energy relative to the best compared isomer or geometry (same formula, charge and spin)**: 83.2 kcal per mole

natural (NBO) atomic charge list, values in e, 8 entries: 0.23, 0.35, 0.64, -0.19, 0.16, -0.64, -0.25, -0.46

---

# 6
Density functional theory data (ωB97M-V/def2-TZVPD) for a structure of composition C6H5NO at a distorted geometry.

```
13
Properties=species:S:1:pos:R:3:forces:R:3
C 0.7479 0.7848 0.2938 1.643 -3.594 -0.346
C 0.7049 -0.6223 0.5542 -0.044 -0.336 2.501
C 1.2144 -1.3358 -0.5857 0.332 -0.135 0.315
C -0.0094 -0.6074 -1.0111 -1.389 -0.765 -1.450
C 0.6770 0.7712 -1.1527 -0.656 1.411 -2.061
C -0.7160 -1.4642 0.7076 1.037 -1.638 1.973
N -1.2023 -1.0231 -0.5157 0.623 1.313 -2.810
O 2.1082 -1.9664 -1.0327 0.266 -0.514 -0.145
H 0.1364 1.4418 0.7226 -2.425 2.200 2.394
H 0.0699 1.5565 -1.5855 0.272 0.320 -0.205
H 1.6249 0.6196 -1.6014 0.642 0.205 -1.198
H -0.5785 -2.5593 0.9286 0.482 0.768 -0.534
H -1.3886 -1.1593 1.4492 -0.783 0.765 1.566
```
Forces are in eV/Å.

Output
**Energy**: -361.331871 hartree
**E_HOMO (spin up / spin down)**: -7.9 / -8.0 eV
**Energy relative to the best compared isomer or geometry (same formula, charge and spin)**: 158.4 kcal per mole

natural (NBO) atomic charge list, values in e, 8 entries: -0.17, -0.06, 0.54, 0.21, -0.45, -0.21, -0.50, -0.44

---

# 7
Density functional theory data (ωB97M-V/def2-TZVPD) for an isolated molecule of C6H5NO at a distorted geometry.

```
13
Properties=species:S:1:pos:R:3:forces:R:3
C 1.2369 -1.7229 -0.1736 3.354 -3.485 -0.293
C 0.6685 -0.4561 0.0788 0.459 -2.643 3.580
C -0.5290 -0.3927 0.9318 -0.233 -1.802 1.260
C -1.2523 0.7723 0.4633 -1.580 2.326 -0.825
C -0.6898 1.2115 -0.6807 -2.241 2.787 -1.078
C 0.5028 0.4426 -0.8937 1.406 4.230 -6.595
H -0.2919 -0.2937 1.9706 0.230 -0.276 0.785
H -1.0062 -1.3590 0.7502 -0.687 0.132 0.421
H -2.0484 1.2553 1.0965 0.804 -0.586 -1.116
H -0.8912 2.1246 -1.4225 0.033 -2.115 2.183
H 0.9860 0.3943 -1.9077 -0.665 -0.229 1.054
N 1.8595 -2.7026 -0.3460 -1.894 2.325 0.360
O 1.4552 0.7265 0.1330 1.016 -0.665 0.265
```
Forces are in eV/Å.

Output
**Energy**: -361.510277 hartree
**E_HOMO**: -10.1 eV
**Energy relative to the best compared isomer or geometry (same formula, charge and spin)**: 46.4 kcal per mole

natural (NBO) atomic charge list, values in e, 8 entries: 0.26, 0.07, -0.45, -0.14, -0.21, 0.02, 0.24, 0.23

---

# 8
Density functional theory data (ωB97M-V/def2-TZVPD) for an isolated molecule of C6H5NO2 at a distorted geometry.

```
14
Properties=species:S:1:pos:R:3:forces:R:3
C -2.9661 1.1159 -0.0310 -0.898 0.666 -0.570
C -1.7629 0.9037 -0.0330 -0.669 -0.445 0.431
C 1.9455 1.9213 -0.2995 -1.447 -1.501 -1.745
C -0.3866 0.7776 0.1676 1.757 0.694 -0.305
C 1.7183 -0.4227 0.1706 0.816 -1.333 1.472
C -0.3414 -1.6390 -0.1348 3.496 -2.143 -1.876
N 0.3006 -0.3491 0.0248 -0.592 0.445 0.185
O 2.3348 -1.4368 0.4396 -1.429 0.926 -1.111
O 2.3302 0.7360 0.2538 0.595 2.829 0.635
H -4.0412 1.4606 -0.1256 2.112 -0.785 0.324
H 2.2271 2.8074 0.2863 0.417 -0.715 1.077
H 0.0861 -2.4057 0.5572 -0.723 0.886 -0.281
H -1.3282 -1.4243 -0.0975 -3.205 -0.068 0.526
H -0.1164 -2.0449 -1.1785 -0.230 0.546 1.238
```
Forces are in eV/Å.

Output
**Energy**: -436.588875 hartree
**E_HOMO**: -8.1 eV
**Energy relative to the best compared isomer or geometry (same formula, charge and spin)**: 192.7 kcal per mole

natural (NBO) atomic charge list, values in e, 8 entries: -0.13, -0.20, 0.12, 0.16, 0.90, -0.42, -0.42, -0.55

---

# 9
Density functional theory data (ωB97M-V/def2-TZVPD) for a cluster of 2 separate species, C6H5NO2 in total at a distorted geometry.

```
14
Properties=species:S:1:pos:R:3:forces:R:3
C 1.2724 -0.6647 0.2689 1.263 -0.626 1.502
C -0.5708 1.3365 0.5000 -3.623 2.000 -0.922
C -1.7035 -1.3521 -1.2896 -0.468 -0.909 -0.942
C -0.9080 0.2502 -0.1939 1.405 0.894 1.040
C 0.0710 -0.7921 -0.2899 3.245 0.701 1.983
C 1.5953 0.6616 0.9946 1.305 -0.710 -1.803
N -2.0026 -0.2028 -0.8631 -1.708 0.093 -0.866
O 0.4693 1.5508 1.2765 -0.077 -0.282 -1.079
O -0.3785 -1.7946 -1.0165 -2.516 -1.138 -1.349
H 2.1740 -1.3720 0.2374 -1.762 0.954 -0.194
H -2.1356 2.7021 0.0673 2.681 -2.043 0.977
H -2.4062 -2.0015 -1.8717 1.205 0.473 0.690
H 2.1529 0.6740 1.9147 -0.194 -0.752 0.593
H 2.3701 1.0046 0.2653 -0.757 1.345 0.370
```
Forces are in eV/Å.

Output
**Energy**: -436.615098 hartree
**E_HOMO (spin up / spin down)**: -7.7 / -7.7 eV
**Energy relative to the best compared isomer or geometry (same formula, charge and spin)**: 176.2 kcal per mole

natural (NBO) atomic charge list, values in e, 8 entries: -0.31, 0.45, 0.35, -0.18, 0.25, -0.09, -0.41, -0.50

---

# 10
Density functional theory data (ωB97M-V/def2-TZVPD) for a structure of composition C6H5NO2S2 at a distorted geometry.

```
16
Properties=species:S:1:pos:R:3:forces:R:3
C -1.9426 1.3762 1.5074 -0.186 0.135 0.116
C -0.9905 0.3820 1.3306 0.292 0.091 -0.527
C -1.9739 2.2706 0.4628 0.567 -0.270 -0.426
C -0.2760 0.5262 0.1330 -0.909 0.692 0.487
C 0.6994 -0.2983 -0.3482 4.204 1.220 -6.230
C 1.2281 -1.6109 0.0203 -0.406 -0.226 0.362
N 1.6590 0.2171 -1.8668 -3.016 -1.333 5.586
O 1.6684 -1.8594 -3.2173 0.169 -0.573 -0.101
O 2.3527 -1.9458 -0.7158 0.628 0.135 -0.779
S -0.8242 1.9322 -0.7486 -0.160 -0.329 0.514
S 2.4948 -1.1486 -2.2578 -0.978 0.224 0.792
H -2.5893 1.4527 2.3631 -0.108 -0.015 0.114
H -0.8010 -0.4126 2.0287 0.044 -0.177 0.124
H -2.6361 3.1080 0.3603 -0.103 0.215 -0.027
H 1.5055 -1.6323 1.0852 -0.072 -0.016 -0.122
H 0.4257 -2.3572 -0.1370 0.034 0.228 0.117
```
Forces are in eV/Å.

Output
**Energy**: -1233.075270 hartree
**E_HOMO (spin up / spin down)**: -8.6 / -8.6 eV
**Energy relative to the best compared isomer or geometry (same formula, charge and spin)**: 120.0 kcal per mole

natural (NBO) atomic charge list, values in e, 8 entries: -0.28, -0.11, -0.34, -0.40, 0.40, -0.21, -0.80, -0.94

---

# 11
Density functional theory data (ωB97M-V/def2-TZVPD) for an isolated molecule of C6H5NO3 at a distorted geometry.

```
15
Properties=species:S:1:pos:R:3:forces:R:3
C 2.7541 -0.3634 0.2371 0.889 0.131 0.504
C 0.6859 -0.7674 -1.3161 1.794 1.178 2.597
C -0.5612 -0.4563 -1.0828 -0.409 -0.113 0.588
C 1.4324 -0.2484 -0.0514 -5.262 0.959 -2.850
C -0.6600 0.2901 0.2530 -0.615 -0.569 -1.727
C -1.9508 0.2347 1.1125 0.844 -1.669 -0.503
N 3.8485 -0.4946 0.4969 2.066 -0.249 0.355
O 0.5189 -0.2432 0.9015 0.536 0.301 1.370
O 0.9346 1.6863 -0.6388 1.044 -1.910 0.508
O -0.2498 1.6283 0.0458 -0.955 0.763 0.580
H 1.2204 -1.1810 -2.1087 0.390 -0.548 -1.325
H -1.3165 -0.6494 -1.7872 -1.179 0.094 -0.465
H -2.3683 -0.8645 1.0609 0.842 2.229 0.320
H -2.7373 0.9422 0.7683 0.837 -0.437 0.186
H -1.5510 0.4866 2.1090 -0.822 -0.159 -0.139
```
Forces are in eV/Å.

Output
**Energy**: -511.884456 hartree
**E_HOMO (spin up / spin down)**: -9.3 / -9.3 eV
**Energy relative to the best compared isomer or geometry (same formula, charge and spin)**: 159.8 kcal per mole

natural (NBO) atomic charge list, values in e, 8 entries: 0.19, -0.19, -0.19, 0.37, 0.45, -0.64, -0.18, -0.42

---

# 12
Density functional theory data (ωB97M-V/def2-TZVPD) for an isolated molecule of C6H5NOS at a distorted geometry.

```
14
Properties=species:S:1:pos:R:3:forces:R:3
C -2.2274 0.6738 -1.0518 -1.351 -0.901 -0.773
C -1.3162 1.1872 -0.2796 1.323 -0.455 -0.020
C -1.6188 -1.7056 -1.1659 1.399 2.178 0.865
C 0.6866 0.9769 1.0102 2.996 1.955 0.893
C 1.7584 -0.1171 0.6476 -1.050 0.221 0.981
C 0.7389 -0.4565 -0.5044 -0.566 -1.479 2.828
N -0.0367 0.6716 -0.0971 -0.063 0.250 -0.060
O 0.6669 1.9337 1.7774 -0.685 -2.037 -1.144
S -0.4062 -2.0095 -0.0892 -0.425 0.775 -1.073
H -1.3745 2.0237 0.3923 -0.901 0.618 -0.040
H -2.6312 -2.0514 -1.0500 -0.076 -0.991 0.139
H 2.7436 0.3200 0.3654 -0.815 -0.524 0.099
H 1.8228 -0.8535 1.4751 0.258 0.199 -0.706
H 1.1938 -0.5934 -1.4301 -0.044 0.190 -1.989
```
Forces are in eV/Å.

Output
**Energy**: -759.533302 hartree
**E_HOMO (spin up / spin down)**: -8.5 / -8.5 eV
**Energy relative to the best compared isomer or geometry (same formula, charge and spin)**: 146.6 kcal per mole

natural (NBO) atomic charge list, values in e, 8 entries: 0.14, -0.39, -0.44, 0.70, -0.52, -0.08, -0.43, -0.57